{"formula": "C18H15F10KO", "method": "wB97M-V/def2-TZVPD", "symbols": ["K", "C", "C", "C", "C", "C", "C", "C", "C", "C", "C", "H", "H", "H", "H", "H", "H", "H", "H", "H", "H", "H", "H", "H", "H", "H", "F", "C", "C", "F", "C", "F", "C", "O", "C", "F", "C", "F", "F", "C", "F", "C", "F", "F", "F"], "coordinates": [[4.916, -13.179, -7.995], [6.098, -12.140, -5.216], [7.238, -12.441, -5.963], [7.235, -13.836, -6.163], [6.114, -14.398, -5.516], [5.405, -13.330, -4.915], [4.154, -13.404, -4.100], [5.770, -15.852, -5.492], [8.207, -14.585, -7.016], [8.233, -11.489, -6.552], [5.675, -10.817, -4.671], [4.291, -12.988, -3.090], [3.860, -14.462, -3.998], [3.345, -12.845, -4.552], [6.591, -16.458, -5.054], [5.587, -16.236, -6.499], [4.898, -16.048, -4.887], [8.418, -15.608, -6.652], [9.185, -14.079, -7.023], [7.914, -14.680, -8.064], [9.249, -11.681, -6.172], [7.994, -10.450, -6.297], [8.277, -11.565, -7.640], [5.839, -10.750, -3.588], [4.637, -10.587, -4.833], [6.281, -10.036, -5.133], [2.133, -15.842, -14.831], [2.550, -15.517, -13.582], [3.441, -16.326, -12.878], [3.897, -17.440, -13.497], [3.870, -15.980, -11.609], [4.739, -16.785, -10.922], [3.442, -14.808, -10.922], [3.797, -14.557, -9.724], [2.605, -13.958, -11.717], [2.193, -12.804, -11.163], [2.161, -14.318, -12.986], [1.374, -13.498, -13.716], [4.871, -10.641, -9.474], [3.528, -10.353, -9.005], [3.719, -10.140, -7.624], [3.206, -9.009, -9.598], [3.315, -9.090, -10.945], [3.895, -7.825, -9.322], [1.948, -8.721, -9.261]], "de_lowest_kj_mol": 0.00, "molar_mass_g_mol": 476.4, "gap_ev": 5.6, "homo_ha": -0.040, "charge": -2}